The following is a quantum chemistry calculation of a structure of composition C34H35As2I2N3O2S2Sr at a distorted geometry, from the Open Molecules 2025 dataset.

The value obtained for the total energy is -7525.3651 a.u. The value obtained for the energy above the lowest of the compared OMol25 structures with the same formula, charge and spin is 43.0 kcal/mol. The value obtained for the LUMO energy is -0.0145 Ha.

```
! wB97M-V def2-TZVPD RIJCOSX def2/J DEFGRID3
* xyz 0 1
Sr 1.03 -1.03 -1.14
S -0.68 -3.25 -0.27
C -0.11 -3.91 -1.79
N 0.93 -3.38 -2.46
C 1.34 -4.26 -3.47
C 2.55 -4.08 -4.17
C 2.91 -5.21 -5.01
C 2.07 -6.34 -5.13
C 0.94 -6.49 -4.32
C 0.45 -5.39 -3.74
S -0.85 -5.35 -2.57
H 3.13 -3.16 -4.05
H 3.89 -5.14 -5.46
H 2.36 -7.05 -5.92
H 0.45 -7.46 -4.28
O 1.56 -0.54 1.24
C 1.81 0.70 2.06
C 3.27 0.84 2.43
C 4.10 1.59 1.38
C 3.95 3.04 1.61
C 5.03 3.92 1.46
C 4.76 5.29 1.69
C 3.56 5.68 2.25
C 2.63 4.67 2.47
N 2.81 3.36 2.21
H 1.19 -1.22 1.85
H 1.18 0.53 2.97
H 1.38 1.55 1.46
H 3.72 -0.14 2.63
H 3.35 1.35 3.39
H 3.84 1.39 0.32
H 5.17 1.42 1.51
H 5.99 3.50 1.00
H 5.47 6.08 1.31
H 3.38 6.75 2.42
H 1.61 4.82 2.91
C -3.59 -3.02 5.26
As -3.02 -2.13 3.61
C -3.68 -3.46 2.19
C -4.70 -1.05 3.66
C -5.85 -1.30 4.43
C -6.97 -0.41 4.33
C -7.09 0.53 3.31
C -5.95 0.76 2.58
C -4.76 -0.02 2.77
As -3.13 0.56 1.92
C -3.61 0.20 -0.05
C -3.31 2.57 1.97
H -4.56 -3.53 5.12
H -3.63 -2.16 6.05
H -2.84 -3.78 5.53
H -4.45 -4.15 2.57
H -2.82 -4.07 1.86
H -4.10 -2.82 1.45
H -5.98 -2.21 4.98
H -7.79 -0.52 5.07
H -8.04 0.90 3.02
H -5.91 1.52 1.82
H -3.33 1.05 -0.69
H -4.70 -0.08 0.04
H -3.11 -0.72 -0.26
H -4.20 2.85 1.34
H -2.39 2.84 1.49
H -3.44 3.02 2.99
I -1.82 3.79 -2.46
C 0.06 3.09 -3.07
C 0.77 3.98 -3.86
C 1.88 3.53 -4.60
I 2.53 5.06 -5.95
C 2.48 2.27 -4.32
C 3.74 1.91 -4.80
C 4.39 0.80 -4.25
C 3.68 -0.10 -3.42
N 2.40 0.14 -3.04
C 1.83 1.30 -3.43
C 0.61 1.77 -2.74
O 0.08 1.05 -1.81
H 0.43 4.98 -4.13
H 4.14 2.44 -5.66
H 5.43 0.57 -4.46
H 4.13 -1.02 -3.16
*
```



The following is a quantum chemistry calculation of a structure of composition C16H18FN2O4Pt, from the Open Molecules 2025 dataset.

The value obtained for the total energy is -1249.0259 a.u. The value obtained for the LUMO energy is -0.4478 Ha.

```
! wB97M-V def2-TZVPD RIJCOSX def2/J DEFGRID3
* xyz 3 1
Pt -1.00 0.30 0.54
C -5.78 -0.25 -1.05
C -4.96 -0.13 0.23
C -5.84 0.30 1.44
C -3.76 0.73 0.12
C -2.91 0.92 1.31
C -1.97 1.98 1.37
C -1.43 2.37 0.10
C -0.28 3.33 0.00
C -2.25 2.12 -1.09
C -3.39 1.38 -1.07
H -6.65 -0.88 -0.86
H -5.22 -0.70 -1.87
H -6.15 0.72 -1.37
H -4.54 -1.13 0.49
H -6.15 1.34 1.34
H -5.36 0.16 2.40
H -6.74 -0.32 1.43
H -3.25 0.49 2.24
H -1.57 2.36 2.30
H 0.46 2.98 -0.73
H 0.20 3.50 0.96
H -0.65 4.29 -0.37
H -1.92 2.58 -2.02
H -4.00 1.27 -1.96
F -0.19 -7.18 1.53
C -0.37 -5.90 1.45
C 0.21 -5.05 2.29
N -0.03 -3.65 2.17
C 0.36 -2.83 3.09
C 2.07 -0.15 -0.63
O 3.13 -0.50 -0.85
O 0.97 0.22 -0.42
C -0.75 -3.09 1.00
O -0.76 -1.88 0.82
N -1.32 -4.00 0.24
C -1.25 -5.45 0.34
O -1.84 -6.13 -0.42
H 0.85 -5.36 3.11
H 0.86 -3.21 3.97
H 0.16 -1.77 2.96
H -1.83 -3.68 -0.58
*
```



The following is a quantum chemistry calculation of a cluster of 6 separate species, C42H69B3O16 in total at a distorted geometry, from the Open Molecules 2025 dataset.

The value obtained for the total energy is -2920.4448 a.u. The value obtained for the LUMO energy is 0.0088 Ha. The structure (SMILES) is CCOCCB1OBOB(CCOCCOc2ccc(C(C)(C)CC(C)(C)C)cc2)O1.O=C1CCCO1.O=C1CCCO1.O=C1CCCO1.O=C1CCCO1.O=C1CCCO1.

```
! wB97M-V def2-TZVPD RIJCOSX def2/J DEFGRID3
* xyz 0 1
C 2.04 -1.75 5.07
C 2.84 -0.73 4.28
O 4.05 -1.33 3.84
C 4.65 -0.65 2.77
C 4.02 -1.00 1.39
B 3.60 0.31 0.67
O 4.41 0.84 -0.35
B 4.85 2.10 -0.01
O 4.12 2.85 0.89
B 2.80 2.45 1.10
C 1.68 3.52 1.30
C 2.03 4.66 2.28
O 1.44 4.40 3.54
C 0.57 5.39 4.03
C -0.49 4.74 4.94
O -0.22 3.39 5.23
C -0.42 2.46 4.24
C -1.14 2.65 3.08
C -1.22 1.64 2.12
C -0.59 0.41 2.30
C -0.63 -0.72 1.27
C -1.32 -1.91 2.00
C 0.80 -1.20 0.87
C -1.51 -0.43 0.04
C -1.02 0.58 -1.05
C -0.69 -0.18 -2.36
C -2.22 1.50 -1.42
C 0.20 1.46 -0.69
C 0.10 0.23 3.49
C 0.19 1.22 4.44
O 2.52 1.09 1.06
H 1.33 -2.27 4.42
H 1.47 -1.26 5.86
H 2.71 -2.48 5.52
H 3.06 0.16 4.87
H 2.25 -0.39 3.42
H 5.71 -0.90 2.77
H 4.58 0.44 2.95
H 3.17 -1.66 1.59
H 4.74 -1.57 0.80
H 5.86 2.51 -0.48
H 0.72 3.07 1.55
H 1.56 3.98 0.31
H 3.11 4.75 2.38
H 1.69 5.61 1.86
H 0.06 5.95 3.24
H 1.14 6.13 4.61
H -1.49 4.90 4.51
H -0.50 5.26 5.89
H -1.64 3.58 2.87
H -1.78 1.84 1.22
H -0.66 -2.31 2.77
H -1.52 -2.69 1.26
H -2.27 -1.60 2.43
H 1.54 -0.63 1.43
H 0.95 -2.24 1.13
H 1.01 -1.03 -0.18
H -2.50 -0.14 0.40
H -1.65 -1.40 -0.43
H -0.69 0.55 -3.17
H 0.32 -0.59 -2.31
H -1.42 -0.96 -2.57
H -2.85 1.01 -2.17
H -1.90 2.47 -1.79
H -2.87 1.69 -0.56
H -0.05 2.52 -0.69
H 0.98 1.33 -1.45
H 0.67 1.25 0.27
H 0.61 -0.71 3.70
H 0.75 1.06 5.36
O -3.50 -1.14 -4.51
C -2.80 -1.51 -5.41
C -2.27 -0.69 -6.57
C -1.80 -1.76 -7.55
C -1.43 -2.90 -6.61
O -2.33 -2.78 -5.49
H -1.45 -0.08 -6.22
H -3.06 -0.06 -6.98
H -0.98 -1.45 -8.20
H -2.63 -2.07 -8.19
H -0.41 -2.82 -6.24
H -1.57 -3.88 -7.07
O 0.95 7.09 8.08
C 1.55 6.06 8.20
C 1.00 4.74 8.72
C 2.27 3.95 9.01
C 3.25 4.54 8.00
O 2.85 5.91 7.85
H 0.41 4.28 7.93
H 0.39 4.90 9.60
H 2.16 2.87 8.91
H 2.62 4.16 10.03
H 3.19 4.05 7.03
H 4.28 4.52 8.34
O -1.80 -8.28 -7.85
C -2.48 -7.67 -7.09
C -2.54 -7.80 -5.58
C -3.84 -7.07 -5.23
C -3.93 -6.05 -6.36
O -3.32 -6.69 -7.49
H -1.66 -7.30 -5.16
H -2.54 -8.85 -5.29
H -3.84 -6.61 -4.24
H -4.68 -7.76 -5.28
H -3.38 -5.14 -6.13
H -4.96 -5.79 -6.60
O -0.68 2.30 -7.38
C -1.38 2.91 -6.63
C -1.47 2.73 -5.12
C -2.77 3.45 -4.78
C -2.84 4.51 -5.88
O -2.20 3.90 -7.02
H -0.60 3.20 -4.66
H -1.50 1.68 -4.86
H -2.80 3.87 -3.78
H -3.61 2.76 -4.88
H -2.29 5.41 -5.62
H -3.85 4.78 -6.15
O -0.74 -3.15 -1.37
C -0.22 -4.18 -1.08
C -0.88 -5.45 -0.58
C 0.29 -6.24 -0.01
C 1.45 -5.74 -0.87
O 1.12 -4.38 -1.19
H -1.35 -5.95 -1.43
H -1.64 -5.21 0.16
H 0.17 -7.32 -0.05
H 0.46 -5.96 1.03
H 1.55 -6.31 -1.80
H 2.41 -5.75 -0.35
*
```



The following is a quantum chemistry calculation of a structure of composition C27H32GeIrN3O2, from the Open Molecules 2025 dataset.

The value obtained for the total energy is -3543.8352 a.u. The value obtained for the energy above the lowest of the compared OMol25 structures with the same formula, charge and spin is 0.0 kcal/mol. The value obtained for the LUMO energy (alpha / beta) is -0.1583 / -0.1916 Ha.

```
! wB97M-V def2-TZVPD RIJCOSX def2/J DEFGRID3
* xyz 1 2
Ir 0.03 -0.15 -0.30
C 0.48 4.14 -2.19
C -0.74 3.85 -1.37
C -1.83 4.70 -1.52
C -3.06 4.42 -0.94
C -3.23 3.23 -0.25
C -2.17 2.37 -0.06
C -2.42 1.04 0.61
C -0.89 2.72 -0.54
N 0.16 1.80 -0.27
C 1.48 2.23 -0.01
O 1.82 3.28 0.45
C 2.49 1.13 -0.31
C 3.86 1.24 -0.40
C 4.59 0.11 -0.78
C 3.95 -1.09 -1.07
C 2.58 -1.15 -0.95
N 1.94 -0.05 -0.56
C 1.64 -2.31 -1.28
O 2.07 -3.34 -1.73
N 0.32 -1.95 -1.08
C -0.76 -2.82 -1.44
C -0.96 -4.03 -0.78
C -0.03 -4.52 0.29
C -2.06 -4.80 -1.16
C -2.92 -4.38 -2.15
C -2.70 -3.17 -2.80
C -1.62 -2.37 -2.45
C -1.36 -1.09 -3.21
H 0.19 4.67 -3.10
H 1.00 3.23 -2.50
H 1.20 4.76 -1.65
H -1.72 5.58 -2.14
H -3.89 5.09 -1.08
H -4.21 2.96 0.13
H -3.48 0.79 0.63
H -2.02 0.99 1.62
H -1.97 0.21 0.02
H 4.33 2.19 -0.19
H 5.66 0.18 -0.87
H 4.48 -1.98 -1.40
H 0.26 -3.73 0.98
H 0.88 -4.93 -0.14
H -0.52 -5.30 0.88
H -2.23 -5.74 -0.65
H -3.77 -4.99 -2.43
H -3.37 -2.84 -3.58
H -2.19 -0.88 -3.89
H -0.45 -1.16 -3.81
H -1.26 -0.20 -2.58
C 0.81 -1.20 4.55
Ge 0.73 0.20 3.19
C -0.61 1.54 3.67
C 2.49 1.00 2.98
C 0.24 -0.89 1.59
H 1.09 -0.76 5.51
H 1.55 -1.96 4.29
H -0.16 -1.69 4.67
H -0.44 1.84 4.70
H -1.62 1.14 3.60
H -0.53 2.43 3.04
H 2.84 1.34 3.96
H 2.49 1.87 2.33
H 3.22 0.27 2.62
H -0.72 -1.40 1.75
H 1.01 -1.67 1.55
*
```



Q: What is the formula in the third record?
A: C42H69B3O16